No. 1
72
Properties=species:S:1:pos:R:3 method="wB97M-V/def2-TZVPD" total_energy_ev=-125139.5059 smiles="C=C[C@@H](CCC(C)C)OC(=O)CC(=O)Br.O=C1OCCO1.O=C1OCCO1.O=C1OCCO1.O=C1OCCO1" total_charge=0 homo_energy_ev=-9.051
C 0.41894 -0.89016 4.49792
C 0.57498 -1.39431 3.25247
C 0.32582 -0.69047 1.94672
C -1.11674 -1.04532 1.48181
C -2.10016 0.12273 1.37561
C -2.81070 0.61499 2.65356
C -3.14930 -0.49017 3.65562
C -2.08416 1.76666 3.38261
O 0.52482 0.72110 2.02908
C 1.80758 1.11844 1.94263
O 2.63013 0.65654 1.19924
C 2.12851 2.26014 2.88711
C 1.18450 3.40798 2.58591
O 0.74937 3.60542 1.50038
Br 0.69992 4.57029 4.05487
H 0.88724 0.01407 4.86950
H -0.14998 -1.47216 5.21837
H 0.88732 -2.43320 3.15715
H 0.99007 -1.13859 1.20660
H -1.48650 -1.86038 2.09799
H -1.01435 -1.45179 0.47686
H -1.63542 0.96894 0.87080
H -2.88774 -0.21990 0.69949
H -3.77095 1.02297 2.33057
H -3.54877 -0.02314 4.55548
H -3.92268 -1.14490 3.24999
H -2.28628 -1.09629 3.91578
H -1.37773 2.28001 2.73769
H -1.56038 1.38029 4.25787
H -2.82105 2.49178 3.72734
H 2.04212 1.94875 3.92390
H 3.12415 2.64084 2.66211
O 6.02950 5.84866 3.04399
C 5.11466 6.11698 2.34019
O 4.42125 7.28104 2.38198
C 3.55128 7.32861 1.24717
C 3.38432 5.86213 0.91014
O 4.61223 5.29754 1.38148
H 2.61621 7.81995 1.50230
H 4.04250 7.88775 0.44891
H 2.55888 5.39998 1.44901
H 3.25944 5.67833 -0.15356
O -2.16544 -3.71054 -0.76787
C -1.64282 -3.41805 -1.79499
O -1.25318 -2.15717 -2.11771
C -0.46373 -2.22991 -3.31336
C -0.94592 -3.51797 -3.94007
O -1.35894 -4.27983 -2.79152
H -0.63634 -1.36419 -3.94712
H 0.59180 -2.26308 -3.03519
H -1.80396 -3.36789 -4.58714
H -0.16977 -4.04099 -4.49247
O 3.53307 -3.64395 -4.07216
C 3.39034 -3.77263 -2.90193
O 3.31368 -2.74381 -2.01873
C 2.90641 -3.27794 -0.75369
C 3.34130 -4.72518 -0.85690
O 3.27423 -4.96207 -2.26602
H 3.38817 -2.73949 0.05827
H 1.82278 -3.17244 -0.65917
H 4.36903 -4.87717 -0.52308
H 2.68764 -5.40983 -0.32319
O -2.47743 -2.07753 -7.48966
C -3.28796 -1.64668 -6.74091
O -3.36565 -1.97678 -5.42376
C -4.30384 -1.09480 -4.79502
C -5.16598 -0.66279 -5.96377
O -4.25870 -0.76356 -7.06614
H -4.85841 -1.61713 -4.02015
H -3.75856 -0.26329 -4.34533
H -6.00509 -1.33838 -6.13652
H -5.53953 0.35298 -5.86934

---

No. 2
67
Properties=species:S:1:pos:R:3 method="wB97M-V/def2-TZVPD" total_energy_ev=-92002.2131 multiplicity=4 de_lowest_kj_mol=344.9 total_charge=0 homo_energy_ev="-7.180 / -7.242"
O 0.04953 0.74795 -2.35429
C -1.07892 1.20018 -2.78831
C -0.73382 1.75087 -4.17468
C 0.43060 2.50706 -4.32903
H 0.95907 2.80274 -3.42900
C 0.96228 2.90231 -5.58306
H 1.94841 3.45403 -5.63074
C 0.21854 2.57829 -6.72860
H 0.60755 2.89364 -7.68875
C -0.99746 1.86262 -6.63412
H -1.57666 1.65202 -7.57150
C -1.46387 1.46491 -5.35394
H -2.41420 0.91784 -5.27776
H -1.84673 0.47087 -2.86935
C -2.37064 3.18460 -1.52831
C -2.11547 1.73317 -1.60886
H -2.80875 3.58896 -0.60826
H -3.00900 3.46026 -2.33401
H -1.45338 3.74884 -1.66230
C -2.34033 0.84339 -0.64207
C -3.38111 0.81082 0.42993
H -1.87644 -0.15366 -0.64217
H -4.23242 1.38032 0.07091
H -3.05403 1.36027 1.31904
H -3.80590 -0.16072 0.78838
Cr 0.76814 -0.36092 -1.11629
Cl 1.48156 1.79205 -0.36692
Cl 0.41154 -1.80494 -3.17033
H 4.46094 0.46081 -3.74026
H 5.70639 1.17113 -2.08751
C 3.55526 0.24729 -3.14568
C 5.02301 0.96424 -1.26744
N 3.92728 0.14387 -1.72685
H 3.01100 -0.62798 -3.56462
C 3.38137 -0.64509 -0.80891
O 2.36703 -1.40941 -0.98598
H 5.48250 0.44759 -0.43438
H 3.83433 -0.56604 0.16042
H 2.90344 1.13053 -3.26927
H 4.54992 1.86594 -0.91097
H -1.48594 -4.95433 1.51714
H -0.56836 -6.17573 -0.32851
C -1.75423 -4.07754 0.89524
C -0.97004 -5.41989 -1.00850
N -0.97523 -4.14204 -0.35393
H -1.61870 -3.15672 1.49794
C -0.19183 -3.16095 -0.77070
O -0.40917 -1.98286 -0.41592
H -0.35663 -5.31508 -1.89877
H 0.61779 -3.49645 -1.40772
H -2.82262 -4.20625 0.64610
H -2.00342 -5.66423 -1.26137
N 0.88292 1.05207 6.27114
C 1.16659 -0.01212 5.46289
O 1.71123 -1.00809 5.92157
C 0.78090 0.06132 4.01431
C 0.09053 1.13760 3.42516
C -0.10318 1.11551 2.04376
N 0.25370 0.06447 1.26816
C 0.93617 -0.92903 1.83384
C 1.19369 -1.00182 3.20071
H 1.15943 0.99559 7.23747
H 0.45708 1.85818 5.89236
H -0.25581 1.99650 4.02365
H -0.54726 1.99508 1.60089
H 1.30868 -1.67031 1.14273
H 1.70508 -1.89586 3.55850

---

No. 3
66
Properties=species:S:1:pos:R:3 method="wB97M-V/def2-TZVPD" total_energy_ev=-80646.0183 multiplicity=2 de_lowest_kj_mol=241.0 total_charge=+2 homo_energy_ev="-13.148 / -13.189"
Ir 0.01149 0.52199 -0.22036
C 1.45334 -2.54778 -0.23916
C 2.63878 -1.60930 -0.40563
O 2.34240 -0.40952 0.27828
C 3.48784 0.40935 0.53288
C 3.00764 1.78962 1.01246
O 1.70291 1.72504 1.56659
C 1.62977 1.17253 2.86910
C 0.17612 0.84714 3.11842
O -0.32969 -0.09293 2.14951
C 0.03365 -1.44990 2.39112
C -0.45410 -2.23104 1.20478
O 0.21404 -1.84353 -0.00894
H 1.63298 -3.23736 0.58400
H 1.32780 -3.13119 -1.15134
H 2.83271 -1.39987 -1.46280
H 3.53347 -2.07436 0.01616
H 4.09020 0.51124 -0.37373
H 4.10249 -0.07757 1.29419
H 2.93261 2.48813 0.18040
H 3.71177 2.20170 1.73795
H 1.98689 1.89795 3.60525
H 2.24511 0.27020 2.94000
H -0.42599 1.74692 2.99806
H 0.04554 0.45472 4.12816
H -0.45843 -1.80980 3.29820
H 1.11648 -1.55064 2.50797
H -1.51222 -2.02433 1.04334
H -0.33171 -3.29970 1.37919
Cl -2.51882 0.52076 0.36058
C -3.00357 2.16196 0.15367
C -4.31687 2.49783 0.33897
C -4.69628 3.83147 0.17989
C -3.76291 4.80418 -0.14985
C -2.44089 4.45701 -0.33751
Cl -1.30672 5.67151 -0.74690
C -2.01718 3.10676 -0.19320
S -0.37035 2.74202 -0.43653
H -5.04257 1.74300 0.60972
H -5.73266 4.10940 0.31695
H -4.05892 5.83812 -0.25892
C -3.09532 0.80831 -2.75931
Si -1.71072 -0.40364 -3.05009
C -1.95947 -2.05554 -2.24788
C -1.77588 -0.68323 -4.89045
N -0.16712 0.27815 -2.32098
C 0.95595 0.59105 -3.00218
C 1.14413 0.23986 -4.38284
C 2.30333 0.54709 -5.04691
C 3.33918 1.22423 -4.40257
C 3.19509 1.59086 -3.05888
C 2.04854 1.28346 -2.38020
H -3.80714 0.68629 -3.57806
H -2.74910 1.84518 -2.77966
H -3.63843 0.63590 -1.83814
H -2.83799 -2.52750 -2.69536
H -2.11480 -2.00088 -1.17079
H -1.10129 -2.70461 -2.43745
H -2.80568 -0.97199 -5.11479
H -1.13318 -1.49445 -5.23824
H -1.55651 0.21640 -5.46925
H 0.36692 -0.28743 -4.90262
H 2.42009 0.24999 -6.08053
H 4.24825 1.46706 -4.93636
H 3.99306 2.12906 -2.56290
H 1.92379 1.58984 -1.35554

---

No. 4
59
Properties=species:S:1:pos:R:3 method="wB97M-V/def2-TZVPD" total_energy_ev=-29408.3069 smiles=CCN1CC[NH+](CCOc2ccc(C(C)(C)c3ccccc3)cc2)CC1 de_lowest_kj_mol=0.0 total_charge=+1 homo_energy_ev=-11.184
C 1.93252 -3.54357 -2.21323
C 1.46545 -2.44301 -3.15866
N 1.40532 -1.15916 -2.47481
C 0.32649 -0.99339 -1.53694
C -1.00520 -0.61107 -2.21131
N -0.81857 0.62355 -3.00990
C -2.08068 1.16553 -3.56216
C -2.85079 1.88539 -2.43299
O -1.91872 2.61756 -1.67197
C -1.63236 2.18496 -0.37644
C -2.58844 1.73179 0.51591
C -2.20072 1.28521 1.76997
C -0.86844 1.28565 2.15774
C -0.38262 0.78534 3.50512
C -0.00805 2.02088 4.33619
C -1.44660 -0.01059 4.27258
C 0.79189 -0.15105 3.25484
C 1.97754 -0.09329 3.97289
C 3.00384 -0.98766 3.71497
C 2.86259 -1.95384 2.73602
C 1.68098 -2.02639 2.01794
C 0.65746 -1.13530 2.27864
C 0.07312 1.79512 1.26523
C -0.29599 2.23299 0.01063
C 0.24057 0.40575 -4.01945
C 1.54394 0.01266 -3.29525
H 2.16203 -4.43951 -2.78228
H 2.82795 -3.22112 -1.69056
H 1.17180 -3.79843 -1.48021
H 2.19661 -2.34489 -3.96247
H 0.50341 -2.72999 -3.61201
H 0.18789 -1.91681 -0.97771
H 0.60084 -0.21075 -0.82015
H -1.76533 -0.44379 -1.44834
H -1.34018 -1.40359 -2.88391
H -0.48930 1.36446 -2.36064
H -2.67860 0.36750 -4.00239
H -1.82520 1.89105 -4.33672
H -3.56991 2.58093 -2.87381
H -3.39824 1.16750 -1.81624
H -3.63627 1.73713 0.25484
H -2.96533 0.93573 2.44366
H 0.83388 2.55178 3.89927
H -0.85663 2.70115 4.37407
H 0.24025 1.73650 5.35492
H -0.99873 -0.42554 5.17257
H -1.82808 -0.83646 3.67674
H -2.27267 0.62945 4.57275
H 2.11548 0.64752 4.74362
H 3.91800 -0.92713 4.28592
H 3.66331 -2.64935 2.53679
H 1.55784 -2.78505 1.25843
H -0.26672 -1.20323 1.71916
H 1.11361 1.82754 1.55009
H 0.43963 2.64608 -0.66605
H 0.38981 1.32106 -4.59355
H -0.07948 -0.38997 -4.69534
H 2.32898 -0.14772 -4.03442
H 1.85483 0.84391 -2.65162